63
Properties=species:S:1:pos:R:3:forces:R:3:lowdin_charge:R:1 method="wB97M-V/def2-TZVPD" smiles="CCOS(C)(=O)=O.CCOS(C)(=O)=O.CCOS(C)(=O)=O.N=[PH2]BCCCS" total_energy_ha=-3168.9769 mol_weight_g_mol=507.46 orbital_gap_ev=7.83 e_homo_ev=-8.195
N 4.28374 1.67743 -2.53955 0.04 0.27 0.56 -0.333
P 4.52071 2.95916 -1.62891 -0.42 -0.80 -1.23 0.676
B 3.00791 4.18224 -1.68043 0.10 0.00 0.14 -0.216
C 1.65780 3.45203 -1.86896 0.18 0.94 0.59 -0.277
C 0.42248 4.31538 -1.61930 0.15 -0.33 -0.31 -0.288
C -0.91030 3.70532 -2.07862 0.36 0.21 0.60 -0.541
S -1.00242 1.90021 -2.08548 -0.18 -0.43 -0.43 0.734
H 4.27235 0.83968 -1.97036 0.02 -0.26 -0.15 -0.084
H 4.68669 2.70209 -0.24777 0.29 0.37 0.08 -0.007
H 5.65624 3.66658 -2.08607 0.07 0.23 0.54 -0.026
H 3.12358 5.36113 -1.53974 0.07 0.01 -0.02 0.042
H 1.67877 2.98510 -2.85300 -0.02 -0.32 -0.10 0.106
H 1.68598 2.64792 -1.13242 -0.04 -0.56 -0.21 0.079
H 0.36601 4.54284 -0.55920 0.01 0.05 0.21 0.109
H 0.57252 5.25884 -2.13612 -0.19 0.29 -0.03 0.100
H -1.70156 4.10299 -1.45574 -0.31 0.05 -0.05 0.065
H -1.10526 4.01374 -3.09828 -0.14 -0.19 -0.26 0.065
H -1.14019 1.59791 -0.78760 0.03 0.35 0.18 -0.157
O 4.19582 -1.44615 -1.03451 -0.19 0.07 0.32 -0.290
S 3.51886 -2.50192 -1.72884 0.25 -0.22 -0.58 0.565
O 2.12468 -2.73654 -1.50510 -0.04 0.17 0.24 -0.277
O 4.32469 -3.85530 -1.51152 -0.10 0.08 -0.06 -0.259
C 4.58293 -4.26911 -0.15206 0.07 -0.16 0.50 -0.247
C 3.35580 -4.82748 0.54122 -0.15 0.12 -0.13 -0.069
C 3.80176 -2.33630 -3.45479 0.01 -0.01 -0.03 -0.114
H 5.01401 -3.43546 0.40466 -0.05 0.08 -0.10 0.114
H 5.34913 -5.03621 -0.23686 0.02 0.02 -0.17 0.122
H 2.59426 -4.06261 0.68507 0.01 0.01 0.02 0.065
H 3.63115 -5.22149 1.51948 0.08 -0.02 -0.02 0.082
H 2.91221 -5.62689 -0.05133 0.03 -0.04 0.02 0.086
H 4.86196 -2.17339 -3.62329 0.01 0.01 0.01 0.079
H 3.22623 -1.47310 -3.78320 0.01 0.04 0.04 0.081
H 3.45388 -3.23779 -3.95115 -0.02 -0.01 0.01 0.076
O 0.96497 0.64571 3.40788 -0.12 0.16 0.05 -0.272
S 0.31654 -0.09771 2.37054 0.26 -0.47 -0.12 0.569
O -0.94998 0.34056 1.86529 -0.14 0.22 -0.03 -0.292
O 0.20017 -1.61680 2.83179 0.01 0.11 -0.17 -0.261
C -0.42861 -1.88309 4.10367 -0.26 -0.09 0.46 -0.250
C -1.93596 -1.72906 4.06207 0.01 0.14 -0.18 -0.071
C 1.41299 -0.35149 1.02329 0.04 -0.04 -0.04 -0.115
H 0.01899 -1.24778 4.86956 0.05 0.08 -0.10 0.114
H -0.16217 -2.91215 4.33471 0.11 -0.02 -0.14 0.120
H -2.22623 -0.69526 3.88391 0.01 0.02 0.03 0.069
H -2.36665 -2.04486 5.01227 0.05 -0.05 0.01 0.082
H -2.36078 -2.33419 3.26171 -0.01 -0.06 0.03 0.086
H 2.36931 -0.70195 1.40013 0.01 -0.01 0.00 0.077
H 1.53106 0.61008 0.52829 -0.02 0.03 -0.01 0.066
H 0.97575 -1.07236 0.33689 0.01 -0.01 -0.01 0.069
O -6.28582 -0.78805 1.88895 -0.03 -0.19 -0.01 -0.276
S -6.62355 0.18129 0.89244 0.23 0.44 0.00 0.563
O -7.16966 -0.23913 -0.35995 -0.08 -0.15 0.00 -0.275
O -5.36033 1.11198 0.63611 -0.25 0.02 -0.01 -0.262
C -4.11082 0.46850 0.29636 0.55 -0.25 -0.16 -0.251
C -4.07775 -0.04822 -1.12772 -0.31 -0.07 0.00 -0.081
C -7.66587 1.41678 1.58776 -0.02 0.01 0.04 -0.124
H -3.90323 -0.32338 1.01726 -0.11 0.03 0.04 0.111
H -3.35540 1.23893 0.43565 -0.11 0.09 0.09 0.104
H -4.79054 -0.85862 -1.27378 0.00 -0.02 0.03 0.071
H -3.08283 -0.42446 -1.36387 0.05 0.06 0.05 0.067
H -4.32898 0.74485 -1.83063 0.08 0.04 -0.01 0.081
H -7.23716 1.75110 2.52766 0.02 0.00 0.00 0.074
H -8.63525 0.95239 1.75186 0.00 -0.04 0.00 0.075
H -7.75465 2.23552 0.87969 0.00 0.00 -0.02 0.074

***

20
Properties=species:S:1:pos:R:3:forces:R:3:lowdin_charge:R:1 method="wB97M-V/def2-TZVPD" e_above_lowest_kcal_mol=102.9 total_energy_ha=-324.3110 mol_weight_g_mol=103.17 orbital_gap_ev=7.85 e_homo_ev=-7.191
C 0.93252 -1.41107 -1.53244 -0.41 0.74 -0.12 -0.233
N 1.30257 -1.68052 -0.28122 -0.06 0.38 0.47 -0.110
C -1.02682 0.14052 1.71974 -0.03 0.06 -0.12 -0.245
N -2.18677 0.40722 2.13904 0.07 0.07 -0.03 0.100
H 1.30924 -0.38576 0.34253 0.01 -0.57 -0.21 0.072
H 0.69943 -2.38187 0.14160 0.06 0.06 -0.04 0.040
H -2.30003 1.40169 2.35425 0.09 -0.06 0.00 0.050
H 1.63122 -0.82470 -2.12024 -0.02 -0.06 -0.06 0.067
H 0.35283 -2.12959 -2.10743 -0.01 0.10 0.01 0.075
H -0.81722 -0.88906 1.42721 0.04 -0.04 0.04 0.100
C 0.13619 1.09946 1.58285 -0.01 0.06 0.02 -0.186
C -0.65267 0.06680 -1.82619 0.25 -0.68 -0.26 -0.161
N 0.97139 0.75762 0.42118 -0.54 -0.01 -0.66 0.017
H 0.38037 0.68005 -0.51700 0.59 0.05 0.81 0.058
H 1.74791 1.39804 0.29764 -0.07 -0.05 0.01 0.131
H 0.74349 1.02764 2.49189 -0.02 0.00 -0.07 0.123
H -0.23387 2.12630 1.50511 -0.01 -0.08 0.03 0.117
H -0.64823 -0.11363 -2.90295 -0.03 -0.07 -0.01 -0.005
H -1.52064 -0.44087 -1.39756 -0.03 0.05 0.01 -0.004
H -0.82092 1.15173 -1.73803 0.13 0.03 0.18 -0.004

***

What did the second record say?
20
Properties=species:S:1:pos:R:3:forces:R:3:lowdin_charge:R:1 method="wB97M-V/def2-TZVPD" e_above_lowest_kcal_mol=102.9 total_energy_ha=-324.3110 mol_weight_g_mol=103.17 orbital_gap_ev=7.85 e_homo_ev=-7.191
C 0.93252 -1.41107 -1.53244 -0.41 0.74 -0.12 -0.233
N 1.30257 -1.68052 -0.28122 -0.06 0.38 0.47 -0.110
C -1.02682 0.14052 1.71974 -0.03 0.06 -0.12 -0.245
N -2.18677 0.40722 2.13904 0.07 0.07 -0.03 0.100
H 1.30924 -0.38576 0.34253 0.01 -0.57 -0.21 0.072
H 0.69943 -2.38187 0.14160 0.06 0.06 -0.04 0.040
H -2.30003 1.40169 2.35425 0.09 -0.06 0.00 0.050
H 1.63122 -0.82470 -2.12024 -0.02 -0.06 -0.06 0.067
H 0.35283 -2.12959 -2.10743 -0.01 0.10 0.01 0.075
H -0.81722 -0.88906 1.42721 0.04 -0.04 0.04 0.100
C 0.13619 1.09946 1.58285 -0.01 0.06 0.02 -0.186
C -0.65267 0.06680 -1.82619 0.25 -0.68 -0.26 -0.161
N 0.97139 0.75762 0.42118 -0.54 -0.01 -0.66 0.017
H 0.38037 0.68005 -0.51700 0.59 0.05 0.81 0.058
H 1.74791 1.39804 0.29764 -0.07 -0.05 0.01 0.131
H 0.74349 1.02764 2.49189 -0.02 0.00 -0.07 0.123
H -0.23387 2.12630 1.50511 -0.01 -0.08 0.03 0.117
H -0.64823 -0.11363 -2.90295 -0.03 -0.07 -0.01 -0.005
H -1.52064 -0.44087 -1.39756 -0.03 0.05 0.01 -0.004
H -0.82092 1.15173 -1.73803 0.13 0.03 0.18 -0.004